(1)
C5H11Cl in the gas phase at a distorted geometry, computed with the ωB97M-V functional and the def2-TZVPD basis.

```
17
C5H11Cl (the ωB97M-V functional and the def2-TZVPD basis)
Cl 2.4378 -0.7559 -0.2121
C -1.7349 -0.6536 -0.1329
C 0.7571 0.5523 1.3070
C -0.2398 -1.1294 -0.1574
C 0.5641 1.0995 -1.0232
C 0.7897 -0.0369 -0.0750
H -0.2435 0.9364 1.5797
H -0.1095 -1.6804 -1.0750
H -1.9610 -0.1120 0.7771
H -2.0681 -0.0413 -0.9993
H -0.4808 1.4116 -1.1424
H 1.0832 -0.0952 2.0693
H 1.2058 1.8841 -0.8620
H 1.4753 1.2965 1.3587
H 0.8518 0.7627 -1.9986
H -0.0130 -1.8597 0.6466
H -2.3142 -1.5788 -0.0606
```

Properties
- Electronic energy: -657.292587 a.u.
- Energy relative to the best compared isomer or geometry (same formula, charge and spin): 19.4 kJ/mol
- HOMO energy: -0.3871 Ha
- SMILES: CCC(C)(C)Cl

Atomic partial charges in e from the Löwdin method, atoms 1 to 4: Cl 0.652; C -0.085; C -0.138; C -0.266

=====

(2)
2 unconnected molecules or ions with the total composition C4H11NO at a distorted geometry, computed with the ωB97M-V functional and the def2-TZVPD basis.

```
17
C4H11NO (the ωB97M-V functional and the def2-TZVPD basis)
O 1.8230 -0.7888 1.9559
N -1.6536 -0.6136 -0.5890
C 0.4387 -1.6327 -0.9068
C -0.5872 2.0338 0.2422
C 0.2345 0.8478 -0.2975
C -0.2891 -0.3325 -0.4870
H 1.7710 -1.0919 1.0681
H 0.0925 2.5325 0.9508
H 1.1197 -1.3724 -1.8648
H -0.6160 2.9214 -0.4951
H -2.1052 -1.2136 0.0893
H -0.1922 -2.3637 -1.2953
H 1.2653 -0.0711 2.2494
H 1.1901 -1.9139 -0.2065
H 1.2184 0.9846 -0.4257
H -2.1969 0.3078 -0.7762
H -1.5129 1.7665 0.7884
```

Properties
- Electronic energy: -288.929842 a.u.
- Energy relative to the best compared isomer or geometry (same formula, charge and spin): 228.9 kJ/mol
- HOMO energy: -0.3102 Ha
- SMILES: C/C=C(/C)N.O

Atomic partial charges in e from the Löwdin method, atoms 1 to 4: O -0.039; N 0.049; C -0.030; C -0.100

=====

(3)
4 unconnected molecules or ions with the total composition C2H9N3 at a distorted geometry, computed with the ωB97M-V functional and the def2-TZVPD basis.

```
14
C2H9N3 (the ωB97M-V functional and the def2-TZVPD basis)
N -1.7122 -1.1009 0.3515
N -1.4740 0.4407 -1.4313
N 1.6926 -0.3834 -0.4018
C -1.0265 -0.1990 -0.4281
C 1.9641 0.4688 0.5522
H 0.3881 1.4161 1.0817
H -1.2111 -1.8240 0.8405
H 1.9122 -0.0224 -1.3300
H 2.6095 1.3290 0.3638
H -0.2858 1.1086 0.6423
H 0.1867 -0.4658 -0.4816
H -2.6982 -1.2494 0.1955
H 2.1513 0.0235 1.5263
H -2.4967 0.4581 -1.4809
```

Properties
- Electronic energy: -245.714847 a.u.
- Energy relative to the best compared isomer or geometry (same formula, charge and spin): 411.7 kJ/mol
- HOMO energy: -0.3242 Ha

Atomic partial charges in e from the Löwdin method, atoms 1 to 4: N 0.067; N 0.044; N -0.038; C -0.519

=====

(4)
A molecular structure, C6H12F6O14S3Zn at a distorted geometry, computed with the ωB97M-V functional and the def2-TZVPD basis.

```
42
C6H12F6O14S3Zn (the ωB97M-V functional and the def2-TZVPD basis)
Zn 0.7287 -0.7507 -0.1086
S 1.6532 0.2971 -2.2544
S -0.5637 -2.8710 -2.2404
S -2.0184 0.2733 1.7325
F -3.7086 -1.3285 0.3574
F -2.1960 -4.9474 -2.6681
F -2.7005 -2.3849 2.0352
F -4.2670 -0.9745 2.4597
F -1.5624 -4.7662 -0.5993
F -3.1211 -3.5272 -1.5163
O -0.3854 -1.9848 -1.0530
O -1.0458 -2.1141 -3.4002
O -0.8522 -0.2269 1.0073
O 2.2084 -0.8077 -1.4346
O 0.6113 -3.6297 -2.6033
O 1.1261 -0.2063 -3.4700
O 2.0179 0.3411 1.2255
O -2.6458 1.3758 1.0515
O 2.6447 1.3472 -2.3863
O -1.7119 0.4904 3.1688
O -0.7065 5.7656 0.5112
O 0.5316 0.7039 -1.3582
O 1.6351 -2.4419 0.8245
O -0.3030 2.8814 -0.0891
C -1.9300 -4.1242 -1.6778
C -0.2928 5.2343 -0.7727
C -3.2783 -1.2527 1.6374
C 2.1743 -0.6658 2.2684
C 2.6514 -1.9536 1.6562
C 0.5263 3.9441 -0.5291
H 0.3761 5.9416 -1.2631
H 2.3644 1.1862 1.5211
H -1.1769 5.1025 -1.3965
H -0.0103 2.0391 -0.4446
H 3.5214 -1.7444 1.0338
H 1.0407 3.6638 -1.4483
H 2.8573 -0.2409 3.0040
H 1.3662 4.0126 0.1622
H -1.3905 5.1576 0.8011
H 2.9052 -2.6032 2.4939
H 1.5937 -3.4010 0.8161
H 1.3329 -0.8100 2.9461
```

Properties
- Electronic energy: -4862.313959 a.u.
- 2S+1: 2
- HOMO energy (alpha / beta): -0.2611 / -0.2610 Ha
- Total charge: -1

Atomic partial charges in e from the Löwdin method, atoms 1 to 4: Zn 0.599; S 0.324; S 0.570; S 0.556